[1]
C2H12NO3 | ωB97M-V/def2-TZVPD

```
! RIJCOSX wB97M-V def2-TZVPD def2/J DEFGRID3
* xyz 1 1
C 1.4064 -1.9723 -1.8600
C 1.3079 -1.0978 0.3521
N 0.7768 -0.9081 -0.8683
H 0.6631 -2.5825 -2.1679
H 2.0610 -1.4540 -2.6879
H 2.0441 -2.7482 -1.1595
H 2.4205 -1.0716 0.5995
H 0.6907 -0.7680 1.2355
H 0.2288 -0.1332 -1.1276
H -2.0179 2.8353 3.5390
H -3.2168 2.2484 4.1096
O -2.6192 2.1727 3.3203
H 1.1230 1.7887 -2.9047
H -0.3556 2.1876 -3.1413
O 0.1856 1.3920 -3.0264
H -1.9041 0.7178 1.9075
H -1.2662 -0.4771 2.3620
O -1.5281 -0.1298 1.5180
*
```

Values from the calculation:
E_HOMO in eV: -14.743

[2]
C34H40Cl2FGe2N2O5SiTi | ωB97M-V/def2-TZVPD

```
! RIJCOSX wB97M-V def2-TZVPD def2/J DEFGRID3
* xyz -1 1
Ti -0.3455 0.2259 -0.3314
O 2.1817 -0.5010 2.8747
C 1.3341 0.0985 2.0812
O 1.1480 -0.2578 0.9291
C 0.5904 1.2776 2.6549
O -0.4939 1.4781 1.7966
C -0.9615 2.7960 1.5412
C -1.3634 2.9379 0.0636
O -1.8911 3.9714 -0.2778
O -1.0561 1.9345 -0.7003
H 2.5717 -1.2707 2.3982
H 0.2619 1.0436 3.6698
H 1.2715 2.1352 2.6792
H -1.8386 3.0018 2.1570
H -0.1866 3.5371 1.7490
C 0.9393 1.2691 -4.8129
Si 0.7093 -0.0834 -3.5123
C -1.1255 -0.4901 -3.5791
C 1.7405 -1.5638 -4.0770
N 1.0998 0.5006 -1.9285
C 2.3100 1.1380 -1.7766
C 3.4322 0.8756 -2.6020
C 4.6450 1.5293 -2.4743
C 4.8442 2.4922 -1.4965
C 3.7885 2.7714 -0.6394
C 2.5992 2.1006 -0.7899
F 1.6051 2.4440 0.0843
H 0.4853 0.9621 -5.7590
H 1.9875 1.5046 -5.0022
H 0.4466 2.1877 -4.4833
H -1.3235 -1.1771 -4.4047
H -1.7031 0.4223 -3.7452
H -1.4998 -0.9582 -2.6645
H 1.1284 -2.2778 -4.6326
H 2.1623 -2.1029 -3.2280
H 2.5645 -1.2516 -4.7249
H 3.3350 0.1060 -3.3559
H 5.4542 1.2773 -3.1496
H 5.7875 3.0117 -1.3993
H 3.8700 3.5184 0.1404
Cl -3.8257 0.4700 -1.4916
C -3.9521 0.5110 0.2390
C -5.1054 1.0193 0.7990
C -5.2787 1.0303 2.1759
C -4.2777 0.5104 2.9801
C -3.1272 0.0031 2.4117
Cl -1.8922 -0.6286 3.4745
C -2.8756 -0.0134 1.0134
N -1.7363 -0.4804 0.4892
H -5.8723 1.4085 0.1427
H -6.1833 1.4292 2.6140
H -4.3847 0.4900 4.0569
C -1.7928 -5.7580 -0.2359
Ge -2.0333 -3.8126 0.1055
C -3.6087 -3.3419 -1.0028
C -2.7455 -3.7825 1.9604
Ge -0.0655 -2.4634 -0.5874
C 0.3359 -3.7545 -2.0951
C -0.6033 -3.8571 -3.1272
C -0.4279 -4.7234 -4.1966
C 0.7064 -5.5228 -4.2631
C 1.6465 -5.4481 -3.2458
C 1.4596 -4.5764 -2.1789
C 1.3635 -3.1248 0.6816
C 1.1251 -3.9581 1.7739
C 2.1451 -4.3395 2.6423
C 3.4428 -3.8974 2.4342
C 3.7146 -3.0747 1.3438
C 2.6851 -2.6959 0.4878
H -2.7372 -6.2739 -0.0474
H -1.0256 -6.1891 0.4113
H -1.4945 -5.9308 -1.2711
H -4.5230 -3.7123 -0.5335
H -3.5294 -3.7893 -1.9955
H -3.6935 -2.2606 -1.1179
H -3.2688 -4.7241 2.1422
H -3.4556 -2.9616 2.0679
H -1.9742 -3.6583 2.7193
H -1.5001 -3.2478 -3.0895
H -1.1748 -4.7765 -4.9810
H 0.8512 -6.1997 -5.0965
H 2.5305 -6.0750 -3.2825
H 2.2093 -4.5434 -1.3959
H 0.1168 -4.3078 1.9634
H 1.9233 -4.9812 3.4871
H 4.2383 -4.1951 3.1063
H 4.7266 -2.7303 1.1621
H 2.9095 -2.0354 -0.3458
*
```

Values from the calculation:
E_HOMO in eV: -4.136

[3]
C37H35Cl2FN7O2STi | ωB97M-V/def2-TZVPD

```
! RIJCOSX wB97M-V def2-TZVPD def2/J DEFGRID3
* xyz 0 2
Ti -0.6960 0.3371 -0.0483
Cl -0.4960 2.1832 6.4415
C -0.4410 2.2831 4.7132
C -1.1087 1.3208 3.9694
C -1.0533 1.3712 2.5907
N -1.5766 0.3868 1.7307
C -2.7054 -0.3062 1.9727
O -3.4604 -0.2532 2.9272
C -2.9755 -1.3038 0.8588
C -3.9840 -2.2408 0.9811
C -4.1128 -3.2092 -0.0034
C -3.2365 -3.2078 -1.0782
C -2.2724 -2.2187 -1.1459
N -2.1390 -1.2926 -0.1928
C -0.3741 2.4030 1.9192
C 0.2901 3.3597 2.6773
C 0.2620 3.2851 4.0652
Cl 1.1269 4.4886 4.9641
N -0.4865 2.3279 0.5109
C -0.2426 3.4309 -0.2314
O 0.2134 4.5000 0.1497
C -0.6207 3.3156 -1.6869
C -0.1198 4.2827 -2.5491
C -0.4456 4.2208 -3.8895
C -1.2703 3.1924 -4.3142
C -1.7160 2.2727 -3.3822
N -1.4071 2.3128 -2.0828
H -1.6601 0.5384 4.4672
H -4.6174 -2.1983 1.8559
H -4.8806 -3.9686 0.0746
H -3.2909 -3.9557 -1.8564
H -1.5791 -2.1663 -1.9779
H 0.8256 4.1630 2.2033
H 0.5092 5.0569 -2.1357
H -0.0610 4.9530 -4.5875
H -1.5630 3.0828 -5.3492
H -2.3229 1.4515 -3.7339
C 0.2845 -3.1912 1.5164
C 0.8531 -2.4286 2.7068
C -0.2472 -2.1312 3.7269
C 1.7477 -1.2142 2.4292
C 2.5317 -0.8494 3.5288
C 3.5090 0.1141 3.4461
C 3.8006 0.6699 2.2103
C 3.0632 0.3454 1.0830
C 3.5233 0.8772 -0.2728
C 5.0234 1.1740 -0.3094
C 2.7550 2.1074 -0.7426
C 1.9504 -0.5248 1.2221
N 1.0319 -0.6230 0.1182
C 1.4357 -1.2890 -1.0318
C 2.3917 -2.3092 -1.1097
C 2.6879 -2.9190 -2.3192
C 2.0466 -2.5486 -3.4959
C 1.1028 -1.5293 -3.4613
C 0.8507 -0.9502 -2.2464
F -0.0597 0.1046 -2.1775
H -0.1816 -4.1104 1.8793
H 1.0565 -3.4719 0.8004
H -0.4721 -2.6201 0.9876
H 1.5397 -3.1263 3.1995
H -1.0027 -1.4753 3.3077
H 0.1498 -1.6473 4.6192
H -0.7356 -3.0591 4.0327
H 2.3698 -1.3640 4.4693
H 4.0824 0.3918 4.3210
H 4.6285 1.3597 2.1273
H 3.3564 0.0883 -1.0076
H 5.2758 2.0693 0.2619
H 5.3278 1.3557 -1.3414
H 5.6124 0.3421 0.0795
H 2.7875 2.9061 0.0013
H 1.7140 1.8654 -0.9284
H 3.1814 2.4876 -1.6739
H 2.9175 -2.5918 -0.2062
H 3.4356 -3.7012 -2.3416
H 2.2809 -3.0373 -4.4309
H 0.5720 -1.1850 -4.3384
N -5.0183 -1.8671 -3.8858
C -3.9370 -1.0728 -3.7262
N -3.9791 -0.2735 -2.6398
S -2.6465 -1.1577 -4.7792
H -5.7896 -1.8719 -3.2412
H -5.0041 -2.5268 -4.6420
H -4.7920 -0.2773 -2.0456
H -3.3237 0.4872 -2.5068
*
```

Values from the calculation:
E_HOMO (spin up / spin down) in eV: -7.597 / -7.620

Q: Which electronic energy values were calculated for the entries above? A: -9891.7047, -220917.9799, -115180.9376, in eV.
Q: Which energy relative to the best compared isomer or geometry (same formula, charge and spin) values were calculated for the entries above? A: 3.7392, 1.4109, 1.0938, in eV.